Entry one
ORCA calculation (ωB97M-V/def2-TZVPD) on 2 unconnected molecules or ions with the total composition C7H17NO.

Computed properties:
structure (SMILES) = CC(N)=O.CCCCC
M = 131.22 g/mol
Kohn-Sham gap = 0.37756 hartree

Geometry (Å):
C (-2.50, 1.14, -0.55)
C (-2.16, -0.11, 0.26)
N (-1.78, -1.26, -0.43)
O (-2.37, -0.07, 1.59)
H (-2.84, 1.25, -1.66)
H (-1.52, 1.72, -0.85)
H (-3.38, 1.65, 0.08)
H (-2.06, -2.02, 0.48)
H (-2.32, -1.37, -1.34)
C (1.08, 2.52, -0.06)
C (1.54, 1.27, 0.74)
C (1.47, 0.02, -0.14)
C (0.94, -1.35, 0.49)
C (1.05, -2.66, -0.19)
H (2.05, 3.04, -0.52)
H (0.49, 2.30, -1.02)
H (0.55, 3.37, 0.59)
H (0.67, 1.12, 1.46)
H (2.58, 1.38, 1.19)
H (0.87, 0.27, -1.05)
H (2.44, -0.26, -0.45)
H (0.14, -1.30, 1.01)
H (1.68, -1.90, 1.31)
H (1.92, -2.33, -0.91)
H (1.38, -3.43, 0.66)
H (0.09, -2.98, -0.68)

Results of the Löwdin charge analysis, in e, for atoms 1 through 2: number 1, C, carries -0.056; number 2, C, carries -0.529

Entry two
ORCA calculation (ωB97M-V/def2-TZVPD) on C7H17NO in the gas phase.

Computed properties:
structure (SMILES) = CC(C)[C@](C)(O)[C@@H](C)N
M = 131.22 g/mol
Kohn-Sham gap = 0.34647 hartree

Geometry (Å):
C (2.39, 0.49, 0.48)
C (1.19, -0.42, 0.30)
C (1.46, -1.46, -0.78)
C (-0.23, 0.74, 0.09)
C (0.05, 1.69, -1.05)
O (-0.40, 1.45, 1.25)
C (-1.22, -0.31, -0.19)
C (-1.60, -1.33, 0.87)
N (-2.58, 0.77, -0.43)
H (2.69, 0.94, -0.46)
H (3.25, -0.08, 0.86)
H (2.18, 1.29, 1.19)
H (0.99, -0.92, 1.25)
H (0.68, -2.22, -0.83)
H (2.39, -1.98, -0.59)
H (1.54, -0.98, -1.76)
H (0.34, 1.15, -1.94)
H (-0.86, 2.24, -1.25)
H (0.82, 2.40, -0.75)
H (-0.61, 0.86, 1.98)
H (-1.10, -0.75, -1.18)
H (-1.71, -0.86, 1.85)
H (-2.55, -1.78, 0.61)
H (-0.85, -2.12, 0.96)
H (-3.26, 0.24, -0.98)
H (-2.99, 0.94, 0.48)

Results of the Löwdin charge analysis, in e, for atoms 1 through 2: number 1, C, carries -0.106; number 2, C, carries -0.306

Which structure is the least stable? The one labeled entry one.

Entry one
ORCA calculation (ωB97M-V/def2-TZVPD) on a molecular structure, C7H17NO.

Computed properties:
M = 131.22 g/mol
Kohn-Sham gap = 0.27276 hartree

Geometry (Å):
C (-1.10, -0.38, -0.22)
C (-0.12, 0.56, 0.18)
C (1.48, -0.59, -0.37)
C (-2.41, 0.73, 0.97)
C (0.02, 1.86, -0.57)
C (2.67, 0.24, 0.08)
C (1.44, -1.93, 0.32)
N (-1.58, -0.49, -1.51)
O (-2.82, -0.17, 1.97)
H (-3.10, -0.99, 1.53)
H (-1.13, -1.32, 0.32)
H (0.09, 0.56, 1.24)
H (1.43, -0.68, -1.45)
H (-1.45, 0.30, -2.13)
H (-1.52, -1.39, -1.95)
H (-3.21, 0.95, 0.26)
H (-2.14, 1.66, 1.48)
H (0.70, 2.53, -0.05)
H (0.42, 1.68, -1.57)
H (-0.94, 2.37, -0.68)
H (3.61, -0.31, -0.01)
H (2.77, 1.16, -0.50)
H (2.57, 0.52, 1.13)
H (2.41, -2.44, 0.31)
H (1.16, -1.82, 1.38)
H (0.72, -2.61, -0.15)

Results of the Löwdin charge analysis, in e, for atoms 1 through 2: number 1, C, carries -0.307; number 2, C, carries -0.262

Entry two
ORCA calculation (ωB97M-V/def2-TZVPD) on 3 unconnected molecules or ions with the total composition C7H17NO.

Computed properties:
M = 131.22 g/mol
Kohn-Sham gap = 0.27911 hartree

Geometry (Å):
C (-1.46, 1.33, -0.21)
C (-2.52, 2.20, 0.46)
C (-1.95, -0.10, -0.42)
N (-0.19, 1.28, 0.54)
H (-1.21, 1.75, -1.19)
H (-0.33, 0.85, 1.45)
H (0.16, 2.22, 0.71)
H (-1.21, -0.71, -0.94)
H (-2.80, 1.80, 1.43)
H (-2.16, 3.22, 0.60)
H (-3.43, 2.25, -0.15)
H (-2.87, -0.11, -1.02)
H (-2.18, -0.58, 0.53)
C (2.01, -1.08, -0.10)
C (1.83, -0.97, 1.40)
C (1.46, -2.35, -0.71)
C (1.48, 0.39, -1.63)
O (2.01, 0.00, -2.60)
H (3.05, -0.91, -0.39)
H (1.05, 0.45, -0.58)
H (1.55, -2.35, -1.80)
H (2.13, 0.01, 1.78)
H (0.79, -1.14, 1.69)
H (2.42, -1.73, 1.93)
H (1.98, -3.24, -0.34)
H (0.40, -2.48, -0.45)

Results of the Löwdin charge analysis, in e, for atoms 1 through 2: number 1, C, carries -0.495; number 2, C, carries -0.077

Which structure is the least stable? The one labeled entry one.

Entry one
ORCA calculation (ωB97M-V/def2-TZVPD) on C2H4BrNO3 in the gas phase.

Computed properties:
structure (SMILES) = CC(=O)[N@+]([O-])(O)Br
M = 169.96 g/mol
Kohn-Sham gap (alpha / beta) = 0.28401 / 0.30277 hartree

Geometry (Å):
C (1.27, 1.00, -0.27)
C (0.34, -0.13, -0.70)
O (0.35, -0.88, -1.61)
N (-0.73, -0.45, 0.37)
O (-0.49, -0.23, 1.57)
O (-1.25, -1.71, 0.19)
Br (-2.73, 0.68, -0.05)
H (1.75, 0.59, 0.67)
H (1.96, 1.29, -1.17)
H (0.77, 1.95, -0.04)
H (-1.24, -2.12, 1.04)

Results of the Löwdin charge analysis, in e, for atoms 1 through 2: number 1, C, carries 0.009; number 2, C, carries -0.384

Entry two
ORCA calculation (ωB97M-V/def2-TZVPD) on 2 unconnected molecules or ions with the total composition C2H4BrNO3.

Computed properties:
structure (SMILES) = O=[N+]([O-])O.C=CBr
M = 169.96 g/mol
Kohn-Sham gap = 0.38347 hartree

Geometry (Å):
O (-1.96, -2.65, 1.69)
N (-1.13, -2.07, 1.11)
O (-1.21, -1.25, 0.24)
O (0.11, -2.46, 1.42)
H (0.65, -1.88, 0.83)
C (-0.05, 2.15, -0.86)
C (1.09, 1.55, -1.06)
Br (1.42, -0.14, -0.46)
H (-0.74, 1.51, -0.30)
H (-0.16, 3.29, -1.02)
H (1.99, 1.93, -1.59)

Results of the Löwdin charge analysis, in e, for atoms 1 through 2: number 1, O, carries 0.150; number 2, N, carries -0.519

Which structure is the least stable? The one labeled entry two.

Entry one
ORCA calculation (ωB97M-V/def2-TZVPD) on 2 unconnected molecules or ions with the total composition C4H12NO.

Computed properties:
M = 90.15 g/mol
net charge = +1
Kohn-Sham gap = 0.35649 hartree

Geometry (Å):
C (-1.54, 0.43, -0.66)
O (-0.52, 1.48, -0.53)
C (-0.86, -0.88, -1.05)
C (-0.89, -1.93, 0.06)
H (-2.03, 0.32, 0.31)
H (-2.21, 0.73, -1.47)
H (-0.98, 2.31, -0.70)
H (-1.41, -1.29, -1.90)
H (0.17, -0.71, -1.40)
H (-1.91, -2.16, 0.39)
H (-0.44, -2.86, -0.28)
H (-0.38, -1.56, 0.96)
C (2.29, -0.11, 1.23)
N (1.61, 0.92, 0.93)
H (3.34, 0.01, 1.48)
H (1.86, -1.09, 1.34)
H (0.66, 0.86, 0.48)
H (2.03, 1.84, 1.01)

Results of the Löwdin charge analysis, in e, for atoms 1 through 2: number 1, C, carries -0.186; number 2, O, carries -0.117

Entry two
ORCA calculation (ωB97M-V/def2-TZVPD) on a gas-phase ion, C4H12NO (charge +1).

Computed properties:
structure (SMILES) = [NH3+]CCCCO
M = 90.15 g/mol
net charge = +1
Kohn-Sham gap = 0.37586 hartree

Geometry (Å):
N (-1.02, 1.75, -1.14)
C (-1.32, 0.58, 0.13)
C (-0.84, -0.72, -0.37)
C (0.63, -0.76, -0.65)
C (1.44, -0.22, 0.49)
O (1.14, -0.92, 1.65)
H (-1.63, 1.53, -1.96)
H (-0.09, 1.75, -1.49)
H (-1.35, 2.54, -0.71)
H (-0.60, 1.06, 0.90)
H (-2.36, 0.63, 0.45)
H (-0.99, -1.52, 0.34)
H (-1.49, -1.03, -1.22)
H (0.93, -0.17, -1.48)
H (1.00, -1.81, -0.71)
H (2.54, -0.14, 0.36)
H (0.99, 0.74, 0.75)
H (1.64, -1.76, 1.96)

Results of the Löwdin charge analysis, in e, for atoms 1 through 2: number 1, N, carries 0.234; number 2, C, carries -0.018

Entry three
ORCA calculation (ωB97M-V/def2-TZVPD) on 2 unconnected molecules or ions with the total composition C4H12NO.

Computed properties:
M = 90.15 g/mol
net charge = +1
Kohn-Sham gap = 0.36404 hartree

Geometry (Å):
C (-0.59, 1.18, -2.54)
N (-1.03, 0.11, -2.02)
H (0.06, 1.87, -2.01)
H (-0.98, 1.44, -3.52)
H (-1.85, -0.28, -2.47)
H (-0.78, -0.22, -1.03)
C (0.41, -0.33, 2.51)
C (0.63, -0.63, 1.05)
C (1.35, 0.52, 0.35)
O (-0.72, -0.78, 0.45)
H (-0.14, -1.13, 3.03)
H (-0.18, 0.57, 2.67)
H (1.37, -0.22, 3.03)
H (1.20, -1.54, 0.93)
H (2.36, 0.59, 0.75)
H (0.91, 1.50, 0.56)
H (1.38, 0.32, -0.72)
H (-1.08, -1.55, 0.92)

Results of the Löwdin charge analysis, in e, for atoms 1 through 2: number 1, C, carries 0.146; number 2, N, carries 0.193

Entry four
ORCA calculation (ωB97M-V/def2-TZVPD) on 2 unconnected molecules or ions with the total composition C4H12NO.

Computed properties:
M = 90.15 g/mol
net charge = +1
Kohn-Sham gap = 0.41248 hartree

Geometry (Å):
C (-0.90, 1.51, 2.10)
C (0.07, 1.08, 0.97)
C (-0.38, -0.13, 0.23)
C (-0.90, -1.23, 0.76)
N (-0.43, -0.02, -1.24)
H (-1.96, 1.40, 1.88)
H (-0.70, 2.56, 2.27)
H (-0.67, 0.99, 3.02)
H (1.04, 0.93, 1.44)
H (0.20, 1.95, 0.33)
H (-1.06, -1.33, 1.82)
H (-1.13, -2.04, 0.10)
H (-0.86, 0.88, -1.43)
H (0.46, 0.04, -1.76)
H (-1.03, -0.70, -1.70)
H (2.50, -1.49, -2.84)
H (2.52, -1.11, -1.37)
O (1.96, -1.09, -2.16)

Results of the Löwdin charge analysis, in e, for atoms 1 through 2: number 1, C, carries -0.076; number 2, C, carries -0.192

Which structure is the least stable? The one labeled entry two.

Entry one
ORCA calculation (ωB97M-V/def2-TZVPD) on 2 unconnected molecules or ions with the total composition CH6OS2.

Computed properties:
structure (SMILES) = CSS.O
M = 98.19 g/mol
Kohn-Sham gap = 0.34712 hartree

Geometry (Å):
C (-1.36, -2.12, 0.82)
S (-0.04, -1.04, 1.29)
S (-0.68, 0.55, 0.11)
H (-1.02, -3.17, 0.91)
H (-1.59, -1.92, -0.24)
H (-2.28, -2.00, 1.41)
H (-0.44, 0.03, -1.11)
O (2.43, 3.46, -1.39)
H (2.28, 3.71, -0.45)
H (2.70, 2.51, -1.34)

Results of the Löwdin charge analysis, in e, for atoms 1 through 2: number 1, C, carries -0.556; number 2, S, carries 0.368

Entry two
ORCA calculation (ωB97M-V/def2-TZVPD) on 3 unconnected molecules or ions with the total composition CH6OS2.

Computed properties:
M = 98.19 g/mol
Kohn-Sham gap = 0.13691 hartree

Geometry (Å):
C (1.09, -0.40, -1.53)
S (1.82, 0.45, -0.24)
S (-1.76, 1.04, 2.30)
H (0.78, 0.75, 0.66)
H (1.73, -1.34, -1.41)
H (1.16, 0.19, -2.36)
H (-1.08, 1.99, 2.93)
H (-1.72, -0.49, 0.39)
H (-0.60, -0.91, -0.52)
O (-1.44, -1.27, -0.23)

Results of the Löwdin charge analysis, in e, for atoms 1 through 2: number 1, C, carries -0.335; number 2, S, carries 0.732

Which structure is the least stable? The one labeled entry two.

Entry one
ORCA calculation (ωB97M-V/def2-TZVPD) on 2 unconnected molecules or ions with the total composition C6H7N.

Computed properties:
M = 93.13 g/mol
Kohn-Sham gap (alpha / beta) = 0.24408 / 0.24382 hartree

Geometry (Å):
C (-2.82, 0.09, 0.07)
C (-0.20, -1.88, -0.10)
C (-0.08, -0.88, -1.12)
C (-0.13, -0.83, 0.95)
C (-0.11, 0.19, -0.21)
C (0.20, 1.65, -0.34)
N (-3.79, -0.55, -0.01)
H (0.08, -2.98, -0.01)
H (-0.16, -1.09, -2.13)
H (-1.00, -0.68, 1.69)
H (0.78, -0.78, 1.53)
H (-0.32, 2.27, 0.48)
H (-0.20, 2.21, -1.19)
H (1.13, 1.90, 0.11)

Results of the Löwdin charge analysis, in e, for atoms 1 through 2: number 1, C, carries -0.313; number 2, C, carries 0.088

Entry two
ORCA calculation (ωB97M-V/def2-TZVPD) on a molecular structure, C6H7N.

Computed properties:
M = 93.13 g/mol
Kohn-Sham gap (alpha / beta) = 0.28266 / 0.28983 hartree

Geometry (Å):
C (2.38, -0.22, 0.17)
C (1.39, -0.93, -0.36)
C (-0.94, -0.18, -0.06)
C (-1.82, 0.88, -0.17)
C (1.38, 0.95, 0.08)
C (-1.37, -1.45, 0.20)
N (0.42, -0.05, -0.59)
H (3.46, -0.36, 0.37)
H (-1.66, 1.82, -0.67)
H (-2.86, 0.51, 0.04)
H (0.89, 1.04, 1.00)
H (1.80, 1.84, -0.53)
H (-0.70, -2.21, 0.13)
H (-2.36, -1.65, 0.39)

Results of the Löwdin charge analysis, in e, for atoms 1 through 2: number 1, C, carries -0.066; number 2, C, carries -0.065

Which structure is the least stable? The one labeled entry two.